Run w
Computed, not measured: 2 unconnected molecules or ions with the total composition C2H8N2S, with ωB97M-V with the def2-TZVPD basis set.

As for the structure (SMILES): CNC.N=S. Its LUMO energy (spin up / spin down) is -0.5 / -0.5 eV. The value obtained for the HOMO energy (spin up / spin down) is -0.291 / -0.291 hartree. The frontier orbital gap (spin up / spin down) is 7.371 / 7.372 eV.

Last column: Löwdin charge in e.
CARTESIAN COORDINATES (ANGSTROEM)
C1 -0.2593 -1.6310 -0.5492  -0.092
N1 0.0177 -0.3031 0.1392  -0.185
C2 -0.8949 0.8132 -0.3647  -0.113
H1 -0.3951 -1.3956 -1.5966  0.063
H2 0.5073 -2.3833 -0.3917  0.073
H3 -1.2326 -1.9803 -0.2893  0.057
H4 -0.2041 -0.2924 1.0858  0.050
H5 -1.2343 0.6187 -1.3942  0.077
H6 -1.8339 0.9854 0.1966  0.078
H7 -0.3177 1.7212 -0.2002  0.048
N2 1.7977 1.7239 1.3065  -0.544
S1 3.0486 0.9430 1.1479  0.594
H8 1.0007 1.1802 0.9099  -0.106

---

Run x
Computed, not measured: 2 unconnected molecules or ions with the total composition C2H8N2S, with ωB97M-V with the def2-TZVPD basis set.

As for the structure (SMILES): C=C.NSN. Its LUMO energy is 0.8 eV. The value obtained for the HOMO energy is -0.291 hartree. The frontier orbital gap is 8.700 eV.

Last column: Löwdin charge in e.
CARTESIAN COORDINATES (ANGSTROEM)
C1 -0.6949 -1.2558 2.1995  -0.076
C2 -1.2011 -0.2723 1.3648  -0.077
H1 -0.9730 -1.3361 3.3072  0.064
H2 -0.1364 -2.0490 1.7890  0.010
H3 -1.5968 0.7121 1.7970  0.074
H4 -0.8862 -0.4178 0.3676  -0.017
N1 1.3150 -0.5337 -1.9758  -0.340
S1 1.4959 1.1470 -1.8946  0.712
N2 -0.0216 1.5137 -1.3355  -0.364
H5 0.9967 -0.7597 -1.0759  -0.031
H6 2.2428 -0.8991 -2.0610  0.007
H7 0.1993 2.2000 -0.6179  0.015
H8 -0.7396 1.9507 -1.8642  0.022

---

Run y
Computed, not measured: 2 unconnected molecules or ions with the total composition C2H8N2S, with ωB97M-V with the def2-TZVPD basis set.

Its LUMO energy is -1.0 eV. The value obtained for the HOMO energy is -0.200 hartree. The frontier orbital gap is 4.414 eV.

Last column: Löwdin charge in e.
CARTESIAN COORDINATES (ANGSTROEM)
C1 -2.5657 -1.6301 1.3952  -0.810
S1 -0.9924 -1.4582 0.6926  0.102
H1 -2.7320 -2.4724 2.1525  0.025
H2 -3.0052 -0.7985 1.8625  -0.029
H3 -3.1605 -2.0895 0.6061  -0.022
N1 1.1283 1.2290 -1.9154  0.163
C2 2.0406 0.8474 -1.0020  -0.116
N2 1.6332 0.9086 0.3036  0.114
H4 0.1846 1.5972 -1.7314  0.147
H5 1.4036 1.2135 -2.8752  0.110
H6 3.0255 0.7545 -1.3401  0.125
H7 2.3281 1.1813 1.0950  0.165
H8 0.7117 0.7172 0.7567  0.025

---

Best to worst by energy: run x, run w, run y.